Here is a single C7H9N molecule at a distorted geometry from the OMol25 dataset. Energies are from wB97M-V/def2-TZVPD.

Geometry as XYZ:
```
17
Properties=species:S:1:pos:R:3:lowdin_charge:R:1
C 0.5176 1.8139 -0.3486 0.088
N -0.5365 0.6595 -2.3776 0.074
C -0.8001 -2.2986 1.1052 0.080
C -0.5099 0.7319 -0.0125 -0.302
C 0.2785 0.5896 -1.1003 -0.445
C 0.1424 -1.2559 1.1790 -0.354
C 1.2916 -0.6388 1.0519 0.133
H -1.5790 0.7245 -0.2012 0.153
H 1.1230 -0.0509 -1.1900 0.130
H -0.1725 0.8214 2.0971 0.130
C -0.0295 0.1458 1.2980 -0.152
H -1.9020 -2.1497 1.2588 0.074
H 0.1743 2.7907 -0.5659 0.062
H -0.4575 0.1667 -3.2183 0.029
H -0.6178 1.7405 -2.6153 0.126
H -0.2715 -3.1466 0.6483 0.049
H 2.1151 -0.0406 1.3945 0.125
```

**Molecular weight**: 107.2 u
**HOMO-LUMO gap**: 4.86 eV
**HOMO level**: -0.2531 Ha
**Charge**: 0
**LUMO level**: -2.0 eV
**Maximum force**: 6.9 eV Å⁻¹

Here is C7H9N as an isolated structure at a distorted geometry from the OMol25 dataset. Energies are from wB97M-V/def2-TZVPD.

Geometry as XYZ:
```
17
Properties=species:S:1:pos:R:3:lowdin_charge:R:1
H -0.6003 2.1860 -0.9850 0.190
H 0.0898 -1.7430 1.0559 0.108
H -1.9568 -0.9590 -0.8321 0.108
N 1.2026 -0.3999 -0.6266 0.075
H 1.8950 0.4595 -0.7622 0.155
H -0.1088 -0.4389 -2.5454 0.159
C -0.9208 -1.3055 -0.7596 -0.223
C 1.8125 1.5949 2.0470 0.034
H -1.7053 0.8628 -0.1159 0.131
H -1.4240 -0.7855 1.4921 0.148
C -0.6618 -1.0644 0.6824 -0.129
C 0.2210 0.1968 0.3659 -0.535
H 2.9458 2.1228 2.5315 0.153
C -0.6519 0.9176 -0.6464 -0.086
H -1.0132 -2.4043 -0.8781 0.132
C -0.0690 -0.3035 -1.4160 -0.327
C 0.9453 1.0638 1.3925 -0.092
```

**Molecular weight**: 107.2 u
**HOMO-LUMO gap**: 10.58 eV
**HOMO level**: -0.3540 Ha
**Charge**: 0
**LUMO level**: 0.9 eV
**Maximum force**: 5.4 eV Å⁻¹

Here is C7H9N as an isolated structure at a distorted geometry from the OMol25 dataset. Energies are from wB97M-V/def2-TZVPD.

Geometry as XYZ:
```
17
Properties=species:S:1:pos:R:3:lowdin_charge:R:1
H 0.2848 2.2914 -0.7355 0.159
H -1.7920 1.0527 -1.7866 0.021
H -0.8612 -0.0433 -2.5796 0.087
H 0.8978 0.5251 3.1755 0.050
H -0.4085 -2.9696 0.9706 0.146
C 0.2792 -1.1969 2.3430 -0.086
H 1.1821 1.0012 -1.8283 0.093
C -0.0687 -0.9469 -0.0764 -0.050
H -0.3583 -1.5076 -0.9773 0.103
C 0.3677 0.3340 -0.0070 -0.305
H -0.7250 2.0356 -3.0844 0.178
H 0.4488 -2.0858 3.2661 0.170
C 0.3524 1.1890 -1.2044 -0.260
N 0.6572 0.9013 1.2279 0.114
C 0.6321 0.1852 2.2920 -0.183
C -0.8064 1.0385 -2.1171 -0.154
C -0.0820 -1.8036 1.1216 -0.082
```

**Molecular weight**: 107.2 u
**HOMO-LUMO gap**: 10.44 eV
**HOMO level**: -0.3479 Ha
**Charge**: 0
**LUMO level**: 1.0 eV
**Maximum force**: 5.1 eV Å⁻¹

Here is an isolated ion of composition C7H9N2 and charge +1 at a distorted geometry from the OMol25 dataset. Energies are from wB97M-V/def2-TZVPD.

Geometry as XYZ:
```
18
Properties=species:S:1:pos:R:3:lowdin_charge:R:1
H 3.3700 0.3468 0.6233 0.146
H -1.1523 1.6804 1.2535 0.153
C 0.0728 1.2897 -0.4492 -0.121
H -2.2596 -1.5088 0.6893 0.118
H 0.0063 0.9278 -1.5250 0.153
H -3.0460 0.5176 0.1198 0.116
H -0.5757 -2.6858 0.7749 0.173
H 1.7680 2.4071 0.0814 0.134
C 1.4094 1.3705 0.1616 -0.038
H 2.7269 -1.5179 -0.6455 0.151
H -1.9822 0.4151 -1.4477 0.152
C -0.4180 -1.6435 0.4238 -0.064
N -1.5721 -1.0145 0.2026 0.115
C 2.2598 0.3334 0.3585 -0.039
N 0.7289 -1.6165 -0.2913 0.132
C 1.8521 -0.9722 -0.1831 -0.080
C -1.0966 1.3205 0.1733 -0.111
C -2.0917 0.3504 -0.3203 -0.089
```

**Molecular weight**: 121.2 u
**HOMO-LUMO gap**: 8.96 eV
**HOMO level**: -0.5038 Ha
**Charge**: +1
**LUMO level**: -4.7 eV
**Maximum force**: 3.4 eV Å⁻¹
**SMILES**: C1=C\C=C\C/[NH+]=C\N=C/1

Here is an isolated ion of composition C7H9N2 and charge +1 at a distorted geometry from the OMol25 dataset. Energies are from wB97M-V/def2-TZVPD.

Geometry as XYZ:
```
18
Properties=species:S:1:pos:R:3:lowdin_charge:R:1
H -2.1437 2.2771 0.1208 0.106
C -2.5322 1.3674 -0.3398 -0.012
H -2.6095 1.4132 -1.3800 0.082
C -2.1953 -1.1473 0.4468 0.070
H 1.8847 0.9903 -0.4179 0.144
H 2.2990 -0.4053 -1.4415 0.206
C 2.9065 -0.2441 0.4901 -0.020
C 0.5262 -0.4849 -0.2086 -0.269
H -3.1916 -1.2310 0.8811 0.128
H 3.5340 -1.1968 0.2977 0.144
C -1.6680 0.2358 -0.0143 -0.267
C 0.0999 -1.7518 0.0748 0.101
C -1.1436 -1.9131 0.3915 0.056
H -3.5165 1.1790 0.0545 0.086
H 2.5514 -0.1379 1.4600 0.083
N -0.4103 0.4553 -0.1361 0.144
N 1.9259 0.0167 -0.5700 0.084
H 3.6832 0.5773 0.2909 0.133
```

**Molecular weight**: 121.2 u
**HOMO-LUMO gap**: 9.27 eV
**HOMO level**: -0.5046 Ha
**Charge**: +1
**LUMO level**: -4.5 eV
**Maximum force**: 5.6 eV Å⁻¹
**SMILES**: C[NH2+]c1c#ccc(C)n1

Here is a 2-piece molecular cluster, C7H9N2O overall at a distorted geometry from the OMol25 dataset. Energies are from wB97M-V/def2-TZVPD.

Geometry as XYZ:
```
19
Properties=species:S:1:pos:R:3:lowdin_charge:R:1
C -0.3281 0.8647 0.1842 -0.245
H -0.2014 0.6718 2.2019 0.115
N -1.6785 0.5977 0.1748 0.141
H 2.0669 1.6119 -1.9835 0.078
C 0.2972 1.0783 -1.0777 0.068
H 3.4189 1.3697 -0.0912 0.122
N -1.7760 -1.8200 -0.7575 0.033
C 1.6456 1.3138 -1.1461 -0.003
H -0.1684 1.1384 -1.9653 0.097
H -1.1075 -3.7595 -0.8978 0.039
H 2.4315 0.7542 2.0758 0.103
C 1.7975 0.7819 1.2462 0.013
O -2.3239 0.4871 1.3153 0.100
H 0.0417 -2.5315 -0.1320 0.109
C -0.9746 -2.7692 -0.6897 -0.085
H -3.1923 0.0883 1.3058 0.148
C 2.3782 1.1943 0.0341 0.028
C 0.3998 0.8170 1.3546 0.055
H -2.7265 -1.8891 -1.1517 0.083
```

**Molecular weight**: 137.2 u
**HOMO-LUMO gap (alpha / beta)**: 6.83 / 6.83 eV
**HOMO level (alpha / beta)**: -0.4892 / -0.4891 Ha
**Charge**: +1
**LUMO level (alpha / beta)**: -6.5 / -6.5 eV
**Maximum force**: 5.4 eV Å⁻¹

ΔE to the lowest compared entry with this formula, charge and spin, respectively: 258.5; 162.5; 74.7; 89.5; 112.6; 124.8 kcal/mol.